Version i
{"formula": "C4H7O2", "method": "ωB97M-V/def2-TZVPD", "symbols": ["C", "C", "C", "C", "O", "O", "H", "H", "H", "H", "H", "H", "H"], "coordinates": [[-0.34, -0.10, -0.16], [1.48, 0.42, 0.18], [2.32, -0.77, 0.10], [-2.52, 0.62, 0.02], [1.52, 1.56, 0.28], [-1.12, 0.81, 0.08], [-0.78, -1.08, -0.53], [2.65, -1.13, 1.02], [3.23, -0.46, -0.61], [1.87, -1.55, -0.43], [-2.92, 0.67, 1.06], [-2.68, 1.50, -0.64], [-2.72, -0.49, -0.36]], "lowdin_charge": [0.1198, -0.2706, 0.0133, 0.0208, 0.2363, -0.0205, 0.1465, 0.0899, 0.1785, 0.0689, 0.1279, 0.1363, 0.1530], "total_charge": 1, "homo_lumo_gap_ha": 0.3498}


Version ii
{"formula": "C4H7O2", "method": "ωB97M-V/def2-TZVPD", "symbols": ["C", "C", "C", "C", "O", "O", "H", "H", "H", "H", "H", "H", "H"], "coordinates": [[0.09, 1.71, 0.15], [2.53, -0.81, 0.02], [0.57, 0.41, -0.02], [-1.57, -0.57, 0.04], [-0.19, -0.74, 0.06], [1.93, 0.26, -0.04], [0.79, 2.48, -0.07], [-1.02, 1.66, 0.33], [3.65, -0.79, 0.09], [2.15, -1.79, 0.26], [-2.03, -1.58, -0.13], [-1.98, 0.03, -0.76], [-1.88, -0.28, 0.96]], "lowdin_charge": [0.2269, 0.2207, -0.3113, -0.0694, -0.0446, 0.1491, 0.0889, 0.1085, 0.1650, 0.1464, 0.1329, 0.1177, 0.0693], "total_charge": 1, "homo_lumo_gap_ha": [0.2861, 0.2860]}


version ii is the least stable structure shown above.